# 1
Computed, not measured: a cluster of 2 separate species, C16H17N in total, with ωB97M-V with the def2-TZVPD basis set.

Summary:
- Gap between HOMO and LUMO: 0.3143 Eh
- Energy relative to the best compared isomer or geometry (same formula, charge and spin): 1.656 eV
- Molar mass: 223.32 u
- Energy: -674.595786 Ha
- SMILES string: Cc1c[nH]c2ccccc12.Cc1ccccc1
- Strongest force on any atom: 3.34 eV/A

Cartesian coordinates (Å):
C  2.727  0.401  -0.097
C  2.053  -0.539  -1.015
C  2.267  -1.923  -1.100
N  1.667  -2.450  -2.257
C  0.951  -1.416  -2.869
C  -0.068  -1.415  -3.811
C  -0.655  -0.243  -4.196
C  -0.276  0.946  -3.553
C  0.469  0.893  -2.397
C  1.181  -0.266  -2.104
H  3.045  0.015  0.855
H  1.998  1.191  0.221
H  3.621  0.814  -0.487
H  2.616  -2.579  -0.292
H  1.899  -3.355  -2.629
H  -0.519  -2.374  -4.172
H  -1.399  -0.015  -4.926
H  -0.652  1.957  -3.880
H  0.693  1.725  -1.714
C  -1.185  -1.294  3.742
C  -1.314  0.011  3.045
C  -1.470  1.218  3.746
C  -1.560  2.379  3.041
C  -1.567  2.377  1.642
C  -1.739  1.176  1.005
C  -1.517  -0.057  1.693
H  -2.065  -1.468  4.336
H  -0.377  -1.244  4.556
H  -0.787  -2.081  3.091
H  -1.525  1.054  4.814
H  -1.525  3.305  3.582
H  -1.614  3.298  1.082
H  -1.881  1.030  -0.107
H  -1.494  -1.071  1.152

Cartesian forces (eV/Å) of the 6 atoms listed first:
-1.8652 0.9293 1.2619
0.6278 -3.2578 -0.2408
-0.3199 1.0599 0.0746
-0.3433 0.8054 0.8413
0.2359 -0.5729 0.9115
-0.9889 -2.2640 -1.1251

Löwdin atomic charge list, values in e, 6 entries: C -0.05; C -0.22; C -0.04; N 0.07; C -0.21; C -0.04

=====

# 2
Computed, not measured: the molecule C7H9N, with ωB97M-V with the def2-TZVPD basis set.

Summary:
- Gap between HOMO and LUMO: 0.3411 Eh
- Energy relative to the best compared isomer or geometry (same formula, charge and spin): 3.442 eV
- Molar mass: 107.16 u
- Energy: -326.764474 Ha
- SMILES string: C1=C2CNCC2=CC1
- Strongest force on any atom: 4.96 eV/A

Cartesian coordinates (Å):
C  1.376  1.166  0.100
C  0.137  0.752  0.156
C  -1.236  1.338  -0.121
N  -2.071  0.019  -0.176
C  -1.350  -1.202  0.041
C  0.018  -0.706  0.040
C  1.270  -1.226  -0.119
C  2.170  -0.062  -0.017
H  1.800  2.127  -0.081
H  -1.465  1.597  0.874
H  -1.344  2.146  -0.815
H  -2.953  -0.031  0.478
H  -1.579  -1.688  1.070
H  -1.426  -2.103  -0.541
H  1.344  -2.212  -0.313
H  2.851  -0.361  0.801
H  2.958  0.028  -0.725

Cartesian forces (eV/Å) of the 6 atoms listed first:
1.1212 -0.4219 0.1622
-2.8173 -0.1714 -2.2104
0.2299 -3.6040 2.9353
-3.9168 0.8220 -0.0632
0.8030 -0.6324 2.8047
3.1041 -0.0630 0.3334

Löwdin atomic charge list, values in e, 6 entries: C -0.03; C -0.20; C -0.07; N -0.07; C -0.23; C -0.20

=====

# 3
Computed, not measured: a structure of composition C42H53N8O3PbS2Si, with ωB97M-V with the def2-TZVPD basis set.

Summary:
- Charge: -1
- Gap between HOMO and LUMO (spin up / spin down): 0.0884 / 0.1196 Eh
- Molar mass: 1017.36 u
- Energy: -3574.535203 Ha
- Strongest force on any atom: 4.13 eV/A

Cartesian coordinates (Å):
Pb  0.456  -1.577  -1.219
S  -0.423  0.316  2.202
C  -0.169  1.806  2.936
N  -0.645  2.155  4.185
C  -0.244  3.332  4.899
C  -0.526  4.592  4.021
N  0.643  5.008  3.214
C  0.963  6.416  3.156
C  0.513  7.248  1.901
C  0.945  8.634  1.867
C  0.496  9.450  0.866
C  -0.480  9.021  -0.066
C  -0.902  7.717  -0.039
C  -0.422  6.857  0.963
C  1.333  4.078  2.475
S  2.860  4.420  1.864
C  -1.257  1.062  4.926
C  -2.752  1.040  4.749
C  -3.512  1.531  5.861
C  -4.897  1.445  5.816
C  -5.499  0.795  4.716
C  -4.755  0.379  3.649
C  -3.396  0.585  3.624
H  0.794  3.271  5.137
H  -0.850  3.379  5.859
H  -0.885  5.462  4.591
H  -1.321  4.329  3.317
H  2.061  6.555  3.194
H  0.516  6.940  4.037
H  1.526  8.964  2.791
H  0.966  10.432  0.818
H  -0.915  9.698  -0.799
H  -1.574  7.381  -0.808
H  -0.713  5.780  0.898
H  -0.943  1.187  5.981
H  -0.851  0.101  4.511
H  -2.938  1.782  6.707
H  -5.537  1.752  6.640
H  -6.583  0.635  4.766
H  -5.317  -0.125  2.833
H  -2.846  0.249  2.795
N  3.081  -2.258  -1.599
C  3.243  -2.284  -3.069
C  4.716  -2.120  -3.529
C  5.329  -0.800  -3.051
C  5.843  0.166  -4.161
N  4.800  0.443  -5.118
C  4.724  1.339  -6.099
N  5.763  1.983  -6.597
N  3.471  1.522  -6.624
C  2.234  -1.389  -3.830
O  2.487  -0.981  -4.988
O  1.179  -1.000  -3.200
H  3.746  -1.678  -1.142
H  3.285  -3.215  -1.260
H  2.980  -3.291  -3.339
H  4.807  -2.246  -4.617
H  5.245  -2.961  -3.146
H  6.132  -0.936  -2.300
H  4.672  -0.208  -2.433
H  6.766  -0.197  -4.643
H  6.113  1.093  -3.682
H  4.047  -0.268  -5.136
H  6.665  1.967  -6.215
H  5.679  2.692  -7.212
H  2.694  0.965  -6.284
H  3.255  2.193  -7.356
C  0.621  2.779  2.024
H  -0.015  3.036  1.181
H  1.454  2.156  1.634
C  0.916  -5.249  3.932
C  0.137  -6.144  3.172
C  -0.035  -5.926  1.830
C  0.283  -4.720  1.218
C  0.922  -3.741  2.043
C  1.411  -4.085  3.331
Si  -0.178  -4.385  -0.670
C  0.533  -5.644  -1.931
C  0.266  -5.492  -3.325
C  0.488  -6.528  -4.245
C  1.044  -7.679  -3.735
C  1.467  -7.796  -2.432
C  1.211  -6.783  -1.513
H  0.985  -5.400  4.995
H  -0.238  -7.061  3.631
H  -0.507  -6.692  1.203
H  1.030  -2.699  1.720
H  2.072  -3.405  3.908
H  -1.652  -4.652  -0.706
H  -0.221  -4.623  -3.712
H  0.185  -6.493  -5.294
H  1.152  -8.542  -4.417
H  1.945  -8.702  -2.095
H  1.574  -6.836  -0.472
N  -1.790  -1.595  -1.984
C  -2.887  -1.511  -1.583
N  -4.135  -1.356  -1.197
C  -4.925  -2.420  -0.530
C  -6.405  -2.382  -0.893
O  -6.963  -1.081  -1.298
C  -6.120  -0.300  -2.107
C  -4.831  -0.063  -1.271
H  -4.719  -2.351  0.552
H  -4.451  -3.380  -0.864
H  -7.059  -2.599  -0.066
H  -6.639  -3.093  -1.705
H  -6.670  0.623  -2.387
H  -5.887  -0.838  -3.091
H  -5.105  0.355  -0.298
H  -4.143  0.682  -1.757

Cartesian forces (eV/Å) of the 6 atoms listed first:
0.4671 0.1188 2.2713
-0.0381 -1.2921 -0.8421
1.7512 1.5413 -1.0684
-1.0532 -0.6492 0.6903
-1.7632 0.3504 -0.2155
0.0604 -0.1535 -0.4402

Löwdin atomic charge list, values in e, 6 entries: Pb 1.05; S 0.48; C -0.78; N -0.19; C -0.14; C -0.10

=====

# 4
Computed, not measured: the ion C6H11INO2 with charge +1, with ωB97M-V with the def2-TZVPD basis set.

Summary:
- Charge: +1
- Gap between HOMO and LUMO: 0.3627 Eh
- Energy relative to the best compared isomer or geometry (same formula, charge and spin): 0.878 eV
- Molar mass: 256.06 u
- Energy: -737.814352 Ha
- SMILES string: C=C[C@@](I)([NH2+]C)C(=O)OC
- Strongest force on any atom: 5.14 eV/A

Cartesian coordinates (Å):
C  -2.386  -0.749  -0.159
C  -1.103  -0.893  -0.426
C  0.044  0.077  0.433
I  -0.847  1.775  1.557
N  0.807  -0.647  1.397
C  0.028  -1.663  2.097
C  1.008  0.643  -0.731
O  2.037  0.103  -0.828
O  0.385  1.498  -1.414
C  1.051  2.280  -2.481
H  -3.176  -1.419  -0.415
H  -2.615  0.191  0.392
H  -0.598  -1.612  -0.977
H  1.545  -1.198  0.815
H  1.247  -0.011  2.037
H  0.203  -1.780  3.185
H  -1.004  -1.241  2.086
H  -0.001  -2.683  1.668
H  0.633  1.710  -3.384
H  2.161  2.309  -2.445
H  0.583  3.309  -2.407

Cartesian forces (eV/Å) of the 6 atoms listed first:
0.6468 1.5041 0.5490
1.2168 2.5691 3.3160
-3.1073 1.9337 -3.6104
0.4057 -0.8338 -0.5785
2.2449 -3.3688 -1.5384
-2.9732 -0.7281 2.0698

Löwdin atomic charge list, values in e, 6 entries: C 0.02; C -0.08; C -0.61; I 1.04; N -0.06; C -0.04

=====

# 5
Computed, not measured: a structure of composition C10H12AlF4IO2P, with ωB97M-V with the def2-TZVPD basis set.

Summary:
- Charge: -1
- Gap between HOMO and LUMO: 0.3271 Eh
- Molar mass: 425.06 u
- Energy: -1819.995391 Ha
- Strongest force on any atom: 0.65 eV/A

Cartesian coordinates (Å):
O  1.404  4.465  2.965
C  1.004  3.498  2.400
I  0.155  1.937  3.637
C  1.032  3.283  0.922
P  -0.304  2.183  0.036
C  -1.593  1.165  -0.923
C  -1.276  -0.272  -1.286
O  -2.138  -0.997  -1.721
C  0.122  -0.807  -1.172
C  0.781  -1.121  -2.360
C  2.062  -1.655  -2.333
C  2.695  -1.885  -1.117
C  2.034  -1.594  0.069
C  0.752  -1.058  0.043
H  2.028  2.923  0.652
H  0.937  4.290  0.506
H  0.470  2.354  -1.146
H  -0.118  1.163  0.979
H  -1.284  3.154  0.339
H  -2.536  1.146  -0.372
H  -1.780  1.673  -1.875
H  0.290  -0.966  -3.312
H  2.568  -1.907  -3.256
H  3.689  -2.312  -1.086
H  2.494  -1.788  1.028
H  0.228  -0.893  0.974
F  -3.205  -3.946  0.034
Al  -2.750  -3.204  1.472
F  -2.687  -4.346  2.712
F  -3.856  -1.995  1.882
F  -1.221  -2.488  1.304

Cartesian forces (eV/Å) of the 6 atoms listed first:
-0.1734 -0.1137 -0.0410
0.4005 0.5105 0.0111
-0.0539 -0.2341 0.0992
-0.1344 0.1596 0.0972
-0.3351 -0.2851 -0.2943
0.1783 0.0710 0.2069

Löwdin atomic charge list, values in e, 6 entries: O -0.02; C -0.90; I 0.80; C -0.40; P 0.77; C -0.29

=====

# 6
Computed, not measured: the ion C3H9N4 with charge +1, with ωB97M-V with the def2-TZVPD basis set.

Summary:
- Charge: +1
- Gap between HOMO and LUMO (spin up / spin down): 0.3098 / 0.2631 Eh
- Energy relative to the best compared isomer or geometry (same formula, charge and spin): 6.537 eV
- Molar mass: 101.13 u
- Energy: -338.280630 Ha
- SMILES string: [H]/N=N/N(C)/C=[NH+]/C
- Strongest force on any atom: 4.39 eV/A

Cartesian coordinates (Å):
H  2.322  -0.504  2.632
N  1.946  -0.495  1.652
N  1.236  -1.442  1.328
N  0.321  -1.563  0.531
C  -0.331  -2.817  0.280
C  -0.446  -0.162  -0.247
N  0.429  0.690  -0.583
C  0.537  2.079  -0.137
H  -0.286  -3.458  1.170
H  -1.360  -2.629  -0.047
H  0.160  -3.324  -0.598
H  -1.398  -0.019  0.213
H  1.132  0.597  -1.291
H  1.616  2.272  0.255
H  -0.161  2.195  0.706
H  0.356  2.868  -0.976

Cartesian forces (eV/Å) of the 6 atoms listed first:
-0.3128 -0.7960 -1.1692
0.0512 0.9867 -0.1968
1.4646 0.0829 2.7227
-3.0237 1.8478 -2.5992
0.2964 -1.5392 -1.2757
1.8868 -3.3539 0.8678

Löwdin atomic charge list, values in e, 6 entries: H 0.12; N 0.14; N -0.05; N -0.12; C -0.03; C 0.08